# 1
Formula: C7H16ClO2PS
Source: OMol25
Level of theory: ωB97M-V/def2-TZVPD

Geometry (Å):
1 C 0.23 0.37 -2.66
2 C 0.56 3.59 1.47
3 C 2.04 -2.56 -0.28
4 C -2.94 -2.20 1.27
5 C 0.09 2.22 1.26
6 C 2.06 -1.20 -0.90
7 C -1.52 -0.30 -0.36
8 O 0.09 2.01 -0.10
9 O 1.22 -0.22 -0.18
10 P 0.10 0.57 -1.00
11 S -1.41 -1.02 1.27
12 Cl -2.75 0.91 -0.56
13 H 1.29 0.50 -3.06
14 H -0.48 0.95 -3.18
15 H 0.63 3.89 2.56
16 H 1.49 3.75 0.93
17 H -0.11 4.16 0.94
18 H 2.64 -2.65 0.60
19 H 0.98 -2.77 0.05
20 H 2.48 -3.37 -1.09
21 H -2.88 -2.70 0.19
22 H -3.77 -1.50 1.25
23 H -3.06 -2.91 2.05
24 H -0.89 2.23 1.56
25 H 0.77 1.40 1.73
26 H 1.66 -1.26 -1.88
27 H 3.14 -0.85 -0.80
28 H -1.65 -1.00 -1.06

Calculated values
HOMO energy = -0.3117 Eh
Total energy = -1626.43309 a.u.
SMILES string = C=P(OCC)(OCC)[C@H](Cl)SC
HOMO-LUMO gap = 9.129 eV
Lowest unoccupied orbital energy = 0.6 eV
Energy above the lowest of the compared OMol25 structures with the same formula, charge and spin = 0.0 kJ/mol

---

# 2
Formula: C6H19I2N2NbOP
Source: OMol25
Level of theory: ωB97M-V/def2-TZVPD

Geometry (Å):
1 C 2.97 0.91 1.28
2 C 2.42 1.81 0.15
3 I 1.36 3.50 1.06
4 C 1.57 1.11 -0.98
5 I 2.73 1.01 -2.82
6 Nb 0.72 -0.96 -0.58
7 C -1.40 -0.25 -1.11
8 C -2.34 -0.09 0.11
9 O -2.06 -1.01 1.17
10 C -2.38 1.35 0.68
11 N -2.56 2.34 -0.42
12 P -0.13 -3.37 -0.07
13 N 1.17 -4.29 0.23
14 H 2.21 0.70 2.03
15 H 3.73 1.51 1.81
16 H 3.48 0.01 0.92
17 H 3.29 2.27 -0.35
18 H 0.73 1.79 -1.18
19 H 0.52 -0.62 1.20
20 H 2.41 -1.60 -0.38
21 H 0.88 -1.39 -2.36
22 H -1.33 0.66 -1.72
23 H -1.88 -1.01 -1.76
24 H -3.37 -0.34 -0.21
25 H -1.79 -0.47 1.91
26 H -3.25 1.47 1.35
27 H -1.47 1.59 1.24
28 H -3.55 2.55 -0.49
29 H -2.12 3.21 -0.15
30 H -0.94 -3.43 1.12
31 H -0.85 -3.92 -1.20
32 H 1.22 -5.04 -0.45

Calculated values
HOMO energy = -0.1357 Eh
Total energy = -1418.21155 a.u.
Net charge = -1
HOMO-LUMO gap = 5.507 eV
Lowest unoccupied orbital energy = 1.8 eV

---

# 3
Formula: C4H4OS
Source: OMol25
Level of theory: ωB97M-V/def2-TZVPD

Geometry (Å):
1 C 0.30 -0.02 -1.48
2 C -0.05 0.80 -0.15
3 C -0.29 -0.01 0.95
4 C -0.45 -0.36 2.22
5 H 0.20 -1.96 -0.49
6 H 0.90 1.29 0.21
7 H -0.91 1.79 -0.19
8 H -0.77 -0.64 3.28
9 O 0.81 -1.27 -1.33
10 S 0.26 0.39 -3.01

Calculated values
HOMO energy = -0.3219 Eh
Total energy = -628.04587 a.u.
HOMO-LUMO gap = 8.712 eV
Lowest unoccupied orbital energy = 0.0 eV
Energy above the lowest of the compared OMol25 structures with the same formula, charge and spin = 496.6 kJ/mol

---

# 4
Formula: C3H4FO2S
Source: OMol25
Level of theory: ωB97M-V/def2-TZVPD

Geometry (Å):
1 C -0.76 0.05 -0.21
2 C 0.37 -0.14 0.61
3 C 1.53 -0.82 0.32
4 O -3.73 -1.36 0.73
5 O -3.79 0.01 -1.30
6 F 1.70 -1.47 -0.86
7 S -3.37 -0.09 0.09
8 H -1.32 1.03 -0.36
9 H -0.92 -0.53 -1.11
10 H 0.37 0.22 1.63
11 H 2.43 -1.22 1.02

Calculated values
HOMO energy (alpha / beta) = -0.0323 / -0.1722 Eh
Total energy = -765.15069 a.u.
Spin multiplicity = 3
Net charge = -1
HOMO-LUMO gap (alpha / beta) = 4.595 / 7.735 eV
Lowest unoccupied orbital energy (alpha / beta) = 3.7 / 3.0 eV
Energy above the lowest of the compared OMol25 structures with the same formula, charge and spin = 0.0 kJ/mol

---

# 5
Formula: C20H25N3O2S
Source: OMol25
Level of theory: ωB97M-V/def2-TZVPD

Geometry (Å):
1 C 6.85 3.68 -1.06
2 C 6.57 2.45 -0.21
3 C 6.96 1.16 -0.92
4 H 6.40 1.08 -1.86
5 H 8.03 1.20 -1.17
6 C 6.69 -0.09 -0.07
7 C 5.23 -0.27 0.20
8 C 4.38 -0.72 -0.80
9 C 3.02 -0.87 -0.59
10 C 2.48 -0.58 0.66
11 C 3.32 -0.11 1.67
12 C 4.67 0.04 1.44
13 H 5.31 0.40 2.23
14 H 2.91 0.14 2.64
15 N 1.11 -0.67 0.94
16 C 0.19 -1.54 0.43
17 N -1.10 -1.30 0.81
18 C -1.62 0.04 1.00
19 H -2.34 0.02 1.83
20 C -2.35 0.49 -0.28
21 N -3.39 -0.44 -0.60
22 C -4.74 -0.26 -0.56
23 O -5.51 -1.17 -0.82
24 C -5.30 1.06 -0.21
25 C -6.61 1.43 -0.41
26 C -6.74 2.74 0.10
27 C -5.51 3.07 0.58
28 O -4.64 2.07 0.40
29 H -5.15 3.96 1.06
30 H -7.62 3.34 0.11
31 H -7.36 0.83 -0.87
32 C -2.88 -1.78 -0.81
33 H -2.18 -1.78 -1.66
34 C -2.15 -2.23 0.45
35 H -2.85 -2.28 1.29
36 H -1.70 -3.22 0.30
37 H -3.72 -2.44 -1.03
38 H -1.62 0.50 -1.10
39 H -2.74 1.50 -0.15
40 H -0.83 0.75 1.23
41 S 0.60 -2.85 -0.48
42 H 0.85 -0.20 1.80
43 H 2.38 -1.21 -1.39
44 H 4.78 -0.96 -1.78
45 H 7.07 -0.96 -0.60
46 H 7.23 0.00 0.88
47 H 7.12 2.53 0.73
48 H 5.50 2.41 0.04
49 H 7.91 3.74 -1.30
50 H 6.29 3.63 -2.00
51 H 6.56 4.59 -0.54

Calculated values
HOMO energy = -0.2944 Eh
Total energy = -1490.05510 a.u.
SMILES string = CCCCc1ccc(NC(=S)N2CCN(C(=O)c3ccco3)CC2)cc1
HOMO-LUMO gap = 8.492 eV
Lowest unoccupied orbital energy = 0.5 eV
Energy above the lowest of the compared OMol25 structures with the same formula, charge and spin = 165.9 kJ/mol

---

# 6
Formula: CCl2F3N
Source: OMol25
Level of theory: ωB97M-V/def2-TZVPD

Geometry (Å):
1 C -0.58 -0.01 0.14
2 N 0.80 0.08 -0.67
3 F -0.33 0.05 1.49
4 F 1.51 1.14 -0.10
5 F 1.46 -1.07 -0.32
6 Cl -1.44 -1.55 -0.20
7 Cl -1.41 1.37 -0.35

Calculated values
HOMO energy = -0.4275 Eh
Total energy = -1312.69047 a.u.
SMILES string = FN(F)C(F)(Cl)Cl
HOMO-LUMO gap = 12.123 eV
Lowest unoccupied orbital energy = 0.5 eV
Energy above the lowest of the compared OMol25 structures with the same formula, charge and spin = 0.0 kJ/mol

---

# 7
Formula: C3H4N2O2S
Source: OMol25
Level of theory: ωB97M-V/def2-TZVPD

Geometry (Å):
1 C 1.28 -0.28 -0.01
2 C 0.47 0.96 0.27
3 C -1.59 -0.30 -0.11
4 H 0.44 1.10 1.37
5 H 0.97 1.83 -0.20
6 H -1.39 1.66 -0.51
7 H 0.87 -2.28 -0.25
8 N -0.86 0.82 -0.30
9 N 0.51 -1.36 -0.16
10 O -2.78 -0.42 -0.19
11 O -0.83 -1.40 0.25
12 S 2.92 -0.32 -0.16

Calculated values
HOMO energy = -0.3308 Eh
Total energy = -774.86116 a.u.
SMILES string = O=C1NCC(=S)NO1
HOMO-LUMO gap = 9.284 eV
Lowest unoccupied orbital energy = 0.3 eV
Energy above the lowest of the compared OMol25 structures with the same formula, charge and spin = 172.3 kJ/mol

---

# 8
Formula: C17H30LaNO2P2Te
Source: OMol25
Level of theory: ωB97M-V/def2-TZVPD

Geometry (Å):
1 C -0.86 0.54 -4.18
2 C -0.91 0.05 -2.87
3 N -0.09 0.54 -1.90
4 C 0.72 1.58 -2.20
5 C 0.74 2.16 -3.47
6 C -0.04 1.62 -4.48
7 C -1.85 -1.10 -2.59
8 P -2.53 -1.19 -0.88
9 La -0.08 -0.55 0.48
10 P 2.29 1.08 0.19
11 C 1.64 2.20 -1.16
12 O -0.75 -3.47 -3.15
13 O 0.02 -3.67 -0.74
14 H -1.50 0.07 -4.92
15 H 1.38 3.02 -3.63
16 H -0.02 2.04 -5.49
17 C -4.03 -0.16 -0.99
18 C -3.26 -2.86 -0.87
19 H 2.54 2.59 -1.65
20 H 1.13 3.04 -0.65
21 H -1.30 -2.13 -2.86
22 H -2.72 -1.03 -3.26
23 C 2.65 2.32 1.49
24 C 3.95 0.70 -0.45
25 H 0.77 -2.90 -0.49
26 H 0.29 -4.45 -0.21
27 H -0.30 -3.66 -2.23
28 H -0.05 -3.43 -3.83
29 H -0.68 1.22 1.03
30 H 1.41 -2.00 -0.10
31 H -4.78 -0.63 -1.63
32 H -4.43 -0.03 0.02
33 H -3.76 0.83 -1.39
34 H -4.10 -2.92 -1.57
35 H -2.51 -3.62 -1.11
36 H -3.63 -3.07 0.15
37 H 4.58 1.60 -0.48
38 H 4.41 -0.05 0.22
39 H 3.86 0.26 -1.45
40 H 3.59 2.84 1.28
41 H 1.82 3.04 1.56
42 H 2.72 1.79 2.45
43 Te -0.33 -2.18 3.06
44 C 0.08 -0.37 4.05
45 C -0.93 0.60 4.23
46 C -0.68 1.68 5.08
47 C 0.56 1.82 5.72
48 C 1.58 0.88 5.48
49 C 1.36 -0.21 4.64
50 H -1.88 0.47 3.70
51 H -1.46 2.42 5.26
52 H 0.74 2.65 6.40
53 H 2.55 1.00 5.96
54 H 2.12 -0.96 4.43

Calculated values
HOMO energy = -0.2475 Eh
Total energy = -1853.23891 a.u.
HOMO-LUMO gap = 6.802 eV
Lowest unoccupied orbital energy = 0.1 eV
Energy above the lowest of the compared OMol25 structures with the same formula, charge and spin = 0.0 kJ/mol